{
  "formula": "C15H17BrF5N2S",
  "method": "ωB97M-V/def2-TZVPD",
  "energy_ha": -4162.3499,
  "total_charge": 1,
  "homo_lumo_gap_ev": 7.4,
  "homo_energy_ev": -12.4432,
  "species": ["C", "C", "C", "Br", "N", "C", "S", "C", "C", "N", "C", "C", "F", "F", "C", "C", "C", "C", "C", "C", "F", "F", "F", "C", "H", "H", "H", "H", "H", "H", "H", "H", "H", "H", "H", "H", "H", "H", "H", "H", "H"],
  "positions_angstrom": [[-0.84696, -3.36006, 2.83243], [0.06106, -2.04671, 3.18825], [-0.86034, -0.73939, 3.04178], [-0.74230, 0.21869, 4.82284], [-0.40296, 0.24901, 2.02036], [0.90412, 0.61469, 2.07174], [1.24832, 1.88638, 0.75572], [-0.55393, 2.42785, 0.89999], [-0.88753, 3.41136, -0.32099], [0.18609, 4.47955, -0.29697], [-1.18182, 0.95853, 0.95845], [-1.58933, 0.18400, -0.37997], [-2.47395, 0.92199, -1.22932], [-2.35680, -0.97341, 0.05243], [-0.38295, -0.39169, -1.24119], [0.52242, -1.49437, -0.62634], [1.74882, -2.14234, -1.31103], [2.09421, -1.68831, -2.75162], [1.18700, -0.61656, -3.42786], [1.59416, -0.22924, -4.94452], [1.45284, 1.17133, -5.11496], [0.84752, -0.96321, -5.89097], [2.96524, -0.61378, -5.14197], [-0.03314, 0.05806, -2.70016], [-0.68606, -3.64170, 1.72601], [-0.53375, -4.24194, 3.49181], [-1.96475, -3.17440, 2.96595], [0.95407, -2.09342, 2.47898], [0.45552, -2.19819, 4.25759], [-1.97765, -1.01571, 2.94937], [1.70336, 0.23880, 2.79061], [-0.76534, 2.99905, 1.88439], [-0.83343, 2.86770, -1.32658], [-1.89163, 3.94532, -0.14406], [0.46673, 4.73631, -1.25221], [-0.12531, 5.28915, 0.25282], [-2.21421, 1.10927, 1.46435], [0.25407, -1.85694, 0.42428], [2.33631, -2.92202, -0.71909], [2.98370, -2.19860, -3.26259], [-0.66144, 0.83494, -3.24777]],
  "forces_ev_per_a": [[0.4, 0.0, -0.4], [-0.8, -1.6, -0.2], [-0.4, -0.7, 1.1], [-0.3, -0.2, -0.8], [3.5, -0.3, 0.1], [-1.5, 1.3, -2.7], [-0.5, -0.8, 2.9], [-0.2, -0.7, -0.8], [0.4, 0.6, 0.2], [-0.8, -1.0, -0.2], [-3.9, 2.0, 1.3], [0.4, -2.1, -1.5], [2.0, -1.1, 2.4], [1.4, 2.3, -0.4], [3.3, -1.6, -2.5], [0.5, 0.8, -2.0], [-2.7, 3.1, -1.7], [-2.9, 1.0, 2.2], [-0.2, -1.0, 2.4], [0.5, -0.6, 0.8], [0.3, -3.4, -0.2], [1.6, 2.2, 2.0], [-3.3, 1.4, 0.2], [1.9, -2.6, 1.7], [-0.3, 0.3, 1.8], [-0.5, 1.3, -1.0], [1.6, -0.2, 0.0], [-1.2, 0.5, 0.9], [-0.7, 0.7, -1.7], [2.0, 0.7, -0.3], [-1.5, 0.3, -1.0], [0.6, -1.2, -1.5], [-0.3, 0.7, 1.6], [1.2, -1.4, -0.4], [-0.3, 0.1, 0.8], [0.3, -0.4, -0.7], [1.4, -0.3, -0.9], [0.4, 0.5, -1.8], [-0.9, 1.3, -1.2], [-1.6, 1.2, 0.6], [1.0, -1.2, 0.9]]
}

{
  "formula": "C22H34N4O2",
  "method": "ωB97M-V/def2-TZVPD",
  "energy_ha": -1227.4122,
  "homo_lumo_gap_ev": 8.5,
  "homo_energy_ev": -7.8794,
  "species": ["O", "C", "N", "H", "C", "H", "C", "N", "C", "C", "C", "C", "C", "C", "H", "H", "C", "N", "C", "H", "C", "N", "C", "C", "H", "H", "H", "H", "C", "H", "C", "C", "C", "C", "C", "H", "H", "H", "H", "H", "H", "H", "H", "H", "H", "C", "H", "C", "H", "O", "H", "H", "H", "H", "H", "H", "H", "H", "H", "H", "H", "H"],
  "positions_angstrom": [[1.10474, 4.45179, -1.77808], [1.79799, 4.04548, -2.53070], [2.75357, 4.76225, -3.14167], [2.74957, 5.91330, -3.03939], [3.40243, 4.43851, -4.15942], [4.69210, 4.51996, -4.16611], [3.35744, 2.89426, -3.98790], [1.90944, 2.90975, -3.22456], [1.20666, 1.78067, -2.91313], [0.05756, 1.84169, -2.06956], [-0.62556, 0.59212, -2.00213], [-0.27687, -0.52886, -2.37515], [0.87200, -0.50720, -2.80420], [1.72538, 0.38159, -3.27881], [2.51569, 0.40841, -3.81312], [1.47574, -1.60329, -3.23411], [-0.96748, -1.70959, -1.68410], [-0.91885, -1.92306, -0.36137], [-2.04525, -3.08341, 0.05365], [-2.77592, -2.89652, -0.46616], [-2.21918, -2.72860, 1.54620], [-0.78312, -2.33097, 2.16740], [0.28856, -2.77216, 1.51457], [0.49937, -2.27814, 0.07705], [0.67621, -1.34369, -0.16719], [0.77701, -3.07855, -0.44014], [0.29232, -3.64939, 1.76311], [1.05220, -2.43091, 2.03699], [-0.92978, -0.88462, 2.79203], [-1.97906, -0.90715, 3.38088], [-0.04791, -0.70301, 3.76009], [-0.38175, 0.77598, 4.50011], [-0.31667, 1.77473, 3.50747], [-1.35375, 1.65081, 2.49826], [-1.03824, 0.26913, 1.77894], [-0.08646, 0.07521, 1.15693], [-1.97186, 0.03021, 0.95805], [-1.09742, 2.23367, 1.72652], [-2.33178, 1.49096, 2.83429], [-0.43276, 2.72251, 3.86413], [0.78482, 1.88153, 3.19376], [0.75258, 0.85178, 5.19398], [-1.17335, 0.71521, 5.01784], [0.09360, -1.32129, 4.65599], [0.96427, -0.52585, 3.23968], [-2.67461, -4.18006, 2.35538], [-3.49850, -4.45161, 1.84301], [-2.87882, -4.01319, 3.91210], [-3.48114, -4.96916, 4.00375], [-1.59732, -3.86921, 4.33090], [-1.20082, -3.28013, 3.93953], [-3.60208, -3.19102, 3.87506], [-2.00344, -5.01215, 2.11287], [-2.89042, -2.08353, 1.86967], [-1.50409, -4.05205, 0.01211], [-1.88830, -1.81378, -2.14364], [-0.65735, -2.59006, -2.34128], [-1.49171, 0.82177, -1.32022], [-0.26960, 2.70586, -1.85147], [3.09994, 2.12799, -4.82316], [3.88216, 2.29372, -3.51265], [3.24952, 4.59317, -5.18156]],
  "forces_ev_per_a": [[-8.1, 3.7, 9.0], [6.4, -2.8, -8.2], [-1.2, 12.7, 5.9], [-0.6, -4.0, 0.5], [10.2, -7.0, -5.6], [-2.9, 0.6, 0.5], [-9.9, 2.0, -5.0], [1.7, -3.6, -1.4], [0.4, -2.7, 0.9], [3.9, -7.5, -4.9], [-5.3, 12.9, 5.8], [-6.4, -7.7, 4.1], [13.2, -8.4, -7.9], [-6.6, 7.7, 4.4], [5.4, -1.1, -3.3], [-2.2, 2.1, 1.7], [1.3, -1.9, -6.5], [-2.3, -3.1, 3.2], [10.9, 1.5, 6.6], [-7.7, 1.3, -5.7], [5.6, -6.8, 1.1], [-8.7, 3.9, 2.7], [1.0, 8.4, -4.6], [-6.5, -1.9, 2.7], [3.9, 4.3, -0.3], [2.1, -2.8, -3.0], [0.6, -10.6, 0.7], [4.2, 1.7, 2.6], [-8.1, -3.5, -4.7], [1.5, -0.4, -1.5], [6.8, 4.7, 6.0], [11.0, -3.8, -1.1], [2.5, 1.9, -0.8], [2.4, -5.3, -1.6], [-1.9, -2.0, -2.3], [-1.2, 1.5, 0.7], [2.7, 0.5, 2.4], [-0.4, 3.3, -2.7], [-1.5, 0.8, 0.5], [-0.4, 2.9, 1.9], [-1.7, -0.6, -0.6], [-3.9, 0.0, -1.4], [-5.8, -0.5, 4.2], [-0.4, -0.7, -0.9], [-0.7, -0.3, 1.2], [2.6, 3.0, -0.4], [-3.5, -0.8, -1.5], [-1.5, -1.3, -5.8], [1.3, 0.8, 1.7], [-5.9, -10.1, 9.8], [6.4, 9.8, -7.1], [0.3, 0.4, 1.4], [0.6, 0.4, 0.3], [-3.0, 3.4, 0.8], [-0.8, 0.4, -0.6], [-3.0, 0.9, 0.1], [1.1, 0.0, 0.7], [0.2, -1.2, -0.8], [-2.8, 5.8, 2.2], [0.4, 2.2, 0.1], [5.9, -4.1, 5.5], [-1.5, 1.3, -1.5]]
}

{
  "formula": "C22H36FN7O3Pt",
  "method": "ωB97M-V/def2-TZVPD",
  "energy_ha": -1686.6474,
  "s2": 6.05,
  "multiplicity": 5,
  "total_charge": 4,
  "homo_lumo_gap_ev": [8.2, 4.5],
  "homo_energy_ev": [-18.8105, -18.5679],
  "species": ["Pt", "N", "C", "C", "N", "C", "C", "N", "C", "C", "N", "H", "H", "H", "H", "H", "H", "H", "H", "H", "H", "H", "H", "H", "H", "H", "H", "H", "H", "C", "C", "N", "C", "C", "C", "O", "O", "C", "O", "C", "C", "C", "F", "C", "C", "C", "N", "C", "C", "N", "C", "C", "H", "H", "H", "H", "H", "H", "H", "H", "H", "H", "H", "H", "H", "H", "H", "H", "H", "H"],
  "positions_angstrom": [[-0.19019, 0.00758, 0.34078], [0.80515, -1.64570, -0.84814], [0.23308, -2.95883, -0.50559], [-1.27325, -2.87718, -0.64371], [-1.83317, -1.89058, 0.29987], [-3.10632, -1.30584, -0.15409], [-2.89984, -0.25377, -1.22266], [-2.00443, 0.79690, -0.69456], [-1.93686, -2.43947, 1.66509], [-1.71253, -1.37035, 2.71368], [-0.40757, -0.73558, 2.47273], [0.71192, -1.46942, -1.84644], [1.79739, -1.59983, -0.61215], [0.52914, -3.20157, 0.51466], [0.61886, -3.74768, -1.15415], [-1.71910, -3.86066, -0.46853], [-1.52562, -2.58080, -1.66269], [-3.60324, -0.85132, 0.70475], [-3.76995, -2.08782, -0.53669], [-3.87029, 0.15779, -1.50293], [-2.44275, -0.67505, -2.11665], [-2.49001, 1.37658, -0.01432], [-1.70164, 1.41996, -1.43877], [-1.19336, -3.22640, 1.79178], [-2.91854, -2.89803, 1.81440], [-1.74461, -1.83570, 3.70138], [-2.48624, -0.60330, 2.68546], [0.36053, -1.39034, 2.60680], [-0.25234, 0.04318, 3.10800], [5.37258, 5.81378, -0.85061], [4.95842, 5.38738, 0.55475], [3.68102, 4.64071, 0.55592], [3.71875, 3.31066, 0.57260], [2.60705, 2.49646, 0.53566], [2.84140, 0.96542, 0.52844], [3.92081, 0.62647, 0.09183], [1.88324, 0.26342, 0.98804], [1.29769, 3.02478, 0.41946], [0.23584, 2.34635, 0.31476], [1.26643, 4.49157, 0.41970], [0.02102, 5.15389, 0.34465], [-0.05328, 6.50889, 0.31788], [-1.24534, 7.08027, 0.13669], [1.11484, 7.33032, 0.39214], [2.35700, 6.65651, 0.44142], [2.45207, 5.27206, 0.47338], [1.05358, 8.69007, 0.42407], [-0.14644, 9.42428, 0.84128], [0.22550, 10.64581, 1.68356], [1.16546, 11.53974, 0.93616], [2.40295, 10.77899, 0.58021], [2.04185, 9.54146, -0.24009], [6.30267, 6.37768, -0.79045], [4.61581, 6.44165, -1.32413], [5.55443, 4.95019, -1.48924], [4.87418, 6.24362, 1.22282], [5.71666, 4.73436, 0.97900], [4.69676, 2.84569, 0.62012], [-0.89200, 4.58032, 0.27917], [3.26523, 7.24104, 0.49236], [-0.78918, 8.80268, 1.45454], [-0.72261, 9.73468, -0.03762], [0.72460, 10.34644, 2.60490], [-0.68143, 11.18934, 1.94292], [1.40744, 12.35512, 1.50890], [0.71218, 11.90350, 0.09160], [2.89957, 10.50766, 1.51114], [3.07628, 11.41019, 0.00216], [2.94987, 8.98545, -0.45950], [1.62030, 9.85120, -1.20504]],
  "forces_ev_per_a": [[0.3, 0.2, -0.1], [-0.1, 0.2, 0.3], [-0.2, -0.2, 0.0], [0.2, -0.2, -0.1], [0.4, 0.4, 0.0], [-0.2, 0.1, -0.1], [-0.1, -0.2, 0.1], [0.3, -0.2, 0.2], [0.0, 0.0, 0.3], [-0.1, -0.2, 0.0], [0.2, 0.2, -0.5], [0.1, 0.1, 0.0], [0.0, 0.1, 0.0], [0.1, 0.0, 0.0], [0.1, 0.1, 0.0], [-0.1, 0.0, 0.0], [-0.1, 0.0, 0.0], [0.0, 0.0, 0.0], [0.0, 0.0, 0.1], [0.0, 0.0, -0.1], [0.0, 0.1, 0.0], [0.0, 0.1, 0.0], [0.1, 0.1, 0.0], [0.0, 0.0, 0.0], [0.0, 0.0, -0.1], [0.0, 0.1, 0.0], [0.0, 0.0, 0.0], [0.1, 0.1, 0.1], [0.1, 0.0, -0.1], [0.0, 0.0, 0.1], [0.3, 0.3, -0.3], [0.1, -0.1, 0.1], [0.0, 0.1, 0.0], [-0.9, -1.0, 0.0], [1.0, 2.0, -0.7], [-0.4, -0.6, 0.3], [-0.9, -1.4, 0.5], [0.8, 0.2, 0.2], [-0.4, 0.2, -0.1], [-0.3, -0.1, 0.0], [0.1, 0.3, 0.0], [-0.5, -0.4, 0.1], [0.2, 0.1, 0.1], [-0.1, 0.3, 0.0], [0.6, -0.1, -0.1], [-0.2, 0.0, -0.1], [-0.2, -0.4, -0.2], [-0.2, 0.4, 0.1], [-0.1, -0.3, 0.1], [0.0, 0.0, 0.0], [0.3, -0.3, -0.1], [0.3, 0.3, 0.1], [0.0, 0.0, 0.0], [0.0, 0.0, -0.1], [0.0, 0.0, 0.0], [-0.1, -0.1, 0.1], [-0.1, -0.1, 0.1], [0.0, 0.0, 0.0], [0.0, -0.1, -0.1], [-0.1, 0.0, 0.1], [0.0, -0.1, 0.0], [0.1, -0.1, 0.0], [0.0, 0.1, 0.0], [0.0, 0.1, -0.1], [0.0, 0.0, 0.0], [0.0, 0.1, 0.0], [-0.1, 0.1, 0.0], [-0.1, 0.1, 0.0], [0.0, 0.1, 0.0], [-0.1, -0.1, 0.0]]
}